1.
ORCA calculation (ωB97M-V/def2-TZVPD) on one molecule with the formula C4H5N3.

Structure (ORCA input):
```
! RIJCOSX wB97M-V def2-TZVPD def2/J DEFGRID3
* xyz 0 1
C 0.930 -0.601 -0.040
N -0.565 1.729 0.186
C 0.236 1.483 -0.819
N 0.952 0.364 -0.927
N 1.703 -1.393 0.533
C -0.755 -0.842 0.566
C -1.409 -1.869 0.592
H 2.680 -1.168 0.346
H -0.902 0.429 0.631
H -1.178 2.525 0.050
H 0.261 2.127 -1.697
H -1.951 -2.784 0.578
*
```

Results
- Kohn-Sham gap (spin up / spin down) (hartree) = 0.32732 / 0.32734

Atomic partial charges in e from the Mulliken method, atoms 1 to 6: atom 1 (C): 0.6247, atom 2 (N): -0.5862, atom 3 (C): 0.0073, atom 4 (N): -0.5624, atom 5 (N): -0.6315, atom 6 (C): -0.4536



2.
ORCA calculation (ωB97M-V/def2-TZVPD) on one molecule with the formula C4H5N3.

Structure (ORCA input):
```
! RIJCOSX wB97M-V def2-TZVPD def2/J DEFGRID3
* xyz 0 1
C -1.288 -0.401 0.656
C -0.907 -1.262 -0.373
C -0.008 -0.764 -1.470
C 1.380 0.612 0.026
H -1.205 1.131 1.887
H -1.997 -0.798 1.534
H -1.490 -2.084 -0.455
H 0.136 -1.140 -2.560
H 2.405 0.603 -0.171
N -0.716 0.853 1.073
N 1.010 -0.056 -1.176
N 0.717 1.085 1.066
*
```

Results
- SMILES = C1=CNN=CN=C1
- Kohn-Sham gap (hartree) = 0.29097

Atomic partial charges in e from the Mulliken method, atoms 1 to 6: atom 1 (C): -0.0737, atom 2 (C): -0.5994, atom 3 (C): 0.1208, atom 4 (C): 0.1595, atom 5 (H): 0.3084, atom 6 (H): 0.1848



Most stable to least stable: 2, 1



1.
ORCA calculation (ωB97M-V/def2-TZVPD) on C2H3Br2O2Si as an isolated structure.

Structure (ORCA input):
```
! RIJCOSX wB97M-V def2-TZVPD def2/J DEFGRID3
* xyz -1 1
C -0.103 3.082 -1.408
C 0.076 0.025 -0.219
O 0.382 4.036 -1.901
O -1.059 2.807 -0.673
Si 0.205 1.127 -1.741
Br 2.248 -0.677 -2.806
Br -1.384 0.137 -3.099
H 0.161 -1.015 -0.630
H 0.998 0.197 0.483
H -0.793 0.285 0.403
*
```

Results
- Kohn-Sham gap (hartree) = 0.30433

Atomic partial charges in e from the Mulliken method, atoms 1 to 6: atom 1 (C): 0.5701, atom 2 (C): -0.8897, atom 3 (O): -0.5306, atom 4 (O): -0.5145, atom 5 (Si): 0.4468, atom 6 (Br): -0.6342



2.
ORCA calculation (ωB97M-V/def2-TZVPD) on a 3-piece molecular cluster, C2H3Br2O2Si overall.

Structure (ORCA input):
```
! RIJCOSX wB97M-V def2-TZVPD def2/J DEFGRID3
* xyz -1 1
C 1.917 1.956 -0.967
C -0.780 -0.735 1.042
O 1.974 1.553 -2.046
O 1.855 2.335 0.130
Si -0.663 -2.025 -0.333
Br -3.471 0.564 -0.991
Br 1.702 -2.046 -0.732
H 0.193 -0.346 1.159
H -1.623 -0.038 0.746
H -1.104 -1.219 1.992
*
```

Results
- Kohn-Sham gap (hartree) = 0.24862

Atomic partial charges in e from the Mulliken method, atoms 1 to 6: atom 1 (C): 0.7535, atom 2 (C): -0.6923, atom 3 (O): -0.3575, atom 4 (O): -0.3949, atom 5 (Si): 0.3041, atom 6 (Br): -0.8795



Most stable to least stable: 1, 2